32
Properties=species:S:1:pos:R:3:forces:R:3 method="wB97M-V/def2-TZVPD" homo_ev="-7.84 / -8.79" spin_multiplicity=6 relative_energy_kj_mol=134.6 s_squared=8.7670 charge=0
Mn -0.67432 -1.21892 1.08562 -1.02 0.56 -0.80
F -1.65239 -3.08408 1.82144 -0.47 0.37 0.59
As -2.73498 -2.08534 2.86112 0.28 0.33 0.01
F -2.18312 -2.91963 4.23542 -0.12 0.00 -0.07
F -1.23844 -0.96919 3.01682 -0.96 -0.47 0.77
F -3.60718 -0.92677 3.76537 0.07 -0.15 -0.13
F -2.99364 -1.15517 1.36228 -0.04 -0.34 0.56
F -4.07512 -3.07975 2.57961 0.08 -0.03 -0.04
C -0.98502 2.20311 2.38407 0.09 -0.11 0.14
C -1.51264 1.94267 1.00694 0.05 0.02 0.04
C -2.32378 3.01762 0.34508 -0.01 -0.02 -0.15
O -1.32487 0.88215 0.43624 -0.14 0.06 0.17
H -0.71126 3.24748 2.51796 -0.02 0.02 -0.01
H -0.12972 1.56069 2.58853 -0.05 0.00 -0.01
H -1.76765 1.96307 3.10984 -0.03 0.01 -0.03
H -2.14212 3.99669 0.77970 -0.02 0.03 0.00
H -3.38030 2.76730 0.46717 0.00 0.00 0.06
H -2.11951 3.02696 -0.72433 0.01 -0.02 0.01
Se 1.56308 -0.77189 1.50302 3.01 -0.16 -1.67
C 2.82191 -0.28069 -4.67733 0.06 -0.03 0.08
C 2.62856 -0.60015 -3.22985 -0.23 -0.09 0.10
C 3.64665 -0.43419 -2.28941 0.02 -0.18 0.38
C 3.32618 -0.69005 -0.97073 0.83 0.26 -0.15
N 2.11123 -1.08101 -0.61865 -0.08 0.91 2.07
C 1.18602 -1.24266 -1.58027 -1.80 -0.53 0.92
S -0.37957 -1.77376 -1.06763 0.06 -0.64 -2.32
N 1.42054 -1.02335 -2.86544 0.45 0.10 -0.35
H 3.87688 -0.16501 -4.91735 -0.01 0.01 -0.05
H 2.30161 0.65100 -4.90515 0.00 0.00 -0.02
H 2.37963 -1.06314 -5.29058 0.00 0.00 -0.01
H 4.63807 -0.11257 -2.57159 -0.01 -0.02 0.05
H 4.03527 -0.58143 -0.15793 0.01 0.09 -0.12


16
Properties=species:S:1:pos:R:3:forces:R:3 method="wB97M-V/def2-TZVPD" homo_ev=-8.72 relative_energy_kj_mol=359.0 charge=0
C 2.20034 -0.21828 -0.22515 -0.10 0.02 -0.06
C 0.78899 -0.52984 0.31567 -0.17 -0.18 -0.02
C -0.35349 0.10036 -0.45647 -1.18 -0.32 0.96
C -2.09836 -0.61753 0.34933 0.26 0.33 0.59
C -0.52312 1.54379 -0.44258 -0.18 -0.11 -0.07
O 0.38347 2.36017 -0.36872 -0.40 -0.55 0.08
H 2.39574 0.85734 -0.23481 -0.11 -0.21 -0.01
H 2.94744 -0.69706 0.42272 -0.21 0.08 -0.15
H 2.33611 -0.60664 -1.23986 -0.07 0.07 0.12
H 0.64885 -1.61471 0.30941 0.02 0.05 0.11
H 0.75429 -0.19208 1.36496 -0.03 -0.12 -0.19
H -1.26361 -0.50711 -0.81660 1.13 0.13 -1.43
H -1.84595 -0.30955 1.34586 -0.18 0.01 0.44
H -3.01560 -0.13655 -0.02179 0.65 0.14 -0.03
H -2.22535 -1.71159 0.28664 0.57 0.50 -0.16
H -1.57546 1.87698 -0.52285 -0.02 0.16 -0.18


35
Properties=species:S:1:pos:R:3:forces:R:3 method="wB97M-V/def2-TZVPD" homo_ev=-8.78 relative_energy_kj_mol=662.5 charge=0
C -3.70217 1.12992 0.46838 1.76 -2.19 2.77
C -4.44192 1.52477 -0.72413 -2.56 -1.04 -2.69
C -4.21843 0.43521 -1.88253 0.42 -0.84 1.95
C -2.91376 0.57762 -2.61690 1.96 -1.45 -0.76
C -0.69201 -0.40806 -2.06003 -1.86 2.15 2.68
C 0.28968 -0.83217 -0.97820 0.06 0.21 0.37
C 1.40699 -1.44320 0.95992 -0.58 -5.04 1.07
C 2.30142 -0.37244 1.36212 0.71 2.02 3.00
C 4.67201 -0.87113 1.38573 0.43 -0.29 -2.24
C 3.63241 0.21929 3.20916 3.21 -0.14 -2.72
H -3.83782 1.75638 1.39910 -0.32 -0.70 -1.00
H -2.58630 1.27426 0.21086 -1.71 -0.85 0.72
H -3.97082 -0.09369 0.75154 1.07 3.63 -0.67
H -5.60154 1.67721 -0.62696 2.11 -0.43 0.17
H -4.07099 2.43062 -1.19734 0.06 0.39 0.30
H -4.84058 0.67951 -2.63846 -2.90 0.81 -2.36
H -4.51694 -0.67865 -1.60894 1.08 2.28 -0.26
H -2.82994 0.03846 -3.68586 -0.15 0.35 2.72
H -2.52169 1.54820 -2.86913 -1.09 1.08 -0.23
H 1.34796 -2.25148 1.93352 -0.63 2.29 -2.93
H 1.93878 -1.93934 0.07757 -0.56 -0.13 1.94
H 2.64044 0.08509 0.47768 0.65 1.20 -1.04
H 1.94513 0.40231 2.10191 -1.07 -0.69 -1.71
H 4.42961 -1.55620 0.40861 0.76 2.11 2.11
H 4.96168 0.25871 1.19497 -0.34 -1.85 -0.65
H 5.62993 -1.29270 1.80547 -1.38 0.09 0.26
H 2.74641 0.26708 3.79402 -0.54 0.71 0.48
H 3.91579 1.07040 2.36881 -0.70 -0.36 3.27
H 4.53411 -0.07084 3.83705 -1.07 0.75 -0.64
N -0.19342 -0.29075 -3.23902 -0.54 -0.30 0.72
N 1.50447 -0.89749 -1.40132 -0.54 0.28 -3.98
N 3.46501 -0.82354 2.19209 -0.20 -1.32 -0.13
O -1.90270 0.23730 -1.60872 2.81 -3.27 -1.71
O 0.08415 -1.12153 0.35478 0.77 0.75 -0.54
S 1.39507 -0.66913 -3.15574 0.88 -0.23 1.72


56
Properties=species:S:1:pos:R:3:forces:R:3 method="wB97M-V/def2-TZVPD" homo_ev=-7.70 charge=0
C 4.48349 -3.85395 0.00746 -0.07 -0.02 -0.02
C 3.15953 -3.55149 -0.59526 -0.49 0.22 -0.24
N 2.39697 -4.49462 -1.08073 0.64 -0.68 0.29
N 1.26623 -3.90026 -1.54281 0.11 0.65 0.08
C 0.20245 -4.75360 -1.89433 -0.51 -0.47 -0.07
C 0.39430 -5.70336 -2.88977 0.03 0.16 0.08
C -0.62955 -6.57551 -3.21017 0.01 -0.02 -0.02
C -1.83889 -6.50867 -2.53763 -0.07 -0.03 0.00
C -2.01675 -5.58246 -1.52364 -0.07 0.00 0.00
C -0.99565 -4.71142 -1.18906 0.27 -0.05 -0.03
C 1.30445 -2.54903 -1.36029 0.53 0.16 0.01
N 0.43845 -1.66016 -1.90190 -0.13 -0.03 0.15
C 0.91132 -0.33905 -2.29198 0.11 0.57 -0.04
C 0.12548 0.00044 -3.55524 -0.02 -0.10 0.12
C -1.18801 -0.73647 -3.32512 0.13 -0.06 -0.02
C -0.72358 -2.04139 -2.68509 -0.51 -0.15 -0.19
C 2.52427 -2.27998 -0.70211 -0.37 -0.67 -0.41
C 2.98076 -1.09488 -0.06254 0.01 0.65 0.45
N 2.17859 -0.15566 0.27943 -0.15 -0.62 -0.16
N 2.65505 0.93686 0.91532 0.62 0.01 0.06
C 1.80800 1.90589 1.34849 -0.26 0.08 0.02
S 2.42706 3.24772 2.07811 0.30 0.34 0.21
N 0.50350 1.59711 1.10735 0.76 -0.96 -0.36
C -0.66810 2.27560 1.32222 -0.60 0.52 0.21
C -0.74159 3.57167 1.83216 -0.15 0.05 -0.01
C -1.97317 4.18246 2.00669 -0.15 -0.09 -0.08
C -2.00803 5.57082 2.58343 -0.05 0.27 0.18
F -1.84931 5.56595 3.92038 0.07 -0.17 0.11
F -3.17114 6.20103 2.35085 -0.22 -0.11 -0.14
F -1.04502 6.36203 2.09161 0.22 -0.08 -0.15
C -3.15733 3.53178 1.69120 0.18 0.09 0.04
C -3.09843 2.24609 1.18110 0.04 0.08 0.05
C -1.87612 1.63169 0.99960 0.10 0.23 0.12
Cl -1.83689 0.01923 0.36265 -0.01 -0.18 -0.08
H 4.68862 -4.91483 -0.10039 0.06 -0.05 0.02
H 4.48771 -3.59734 1.06607 0.07 -0.01 0.07
H 5.26858 -3.28362 -0.48761 0.10 -0.01 0.01
H 1.34649 -5.75039 -3.39464 0.09 0.02 -0.04
H -0.48311 -7.31064 -3.98705 0.02 -0.06 -0.07
H -2.63732 -7.18893 -2.79240 -0.07 -0.06 -0.02
H -2.94889 -5.54736 -0.97968 -0.07 0.00 0.05
H -1.11061 -4.01348 -0.37234 0.01 0.07 0.06
H 0.70093 0.38242 -1.49700 0.09 0.02 -0.16
H 1.99067 -0.35299 -2.45912 -0.05 0.00 0.05
H 0.63089 -0.39856 -4.43582 0.02 0.01 -0.04
H -0.00389 1.07261 -3.68153 0.05 0.05 -0.03
H -1.81078 -0.17892 -2.62576 -0.05 0.01 0.01
H -1.75092 -0.90775 -4.23973 -0.06 -0.02 0.00
H -0.45505 -2.77781 -3.45454 -0.06 0.03 0.06
H -1.49580 -2.47929 -2.04934 0.05 0.02 -0.16
H 4.04360 -1.05364 0.19779 -0.02 0.10 0.01
H 3.64871 1.05498 1.10912 -0.33 0.09 -0.02
H 0.40996 0.66094 0.70406 -0.03 0.29 0.10
H 0.16809 4.09228 2.08657 -0.03 -0.03 -0.03
H -4.10782 4.01878 1.83551 -0.08 0.04 0.00
H -4.00495 1.72066 0.92567 -0.04 -0.09 -0.04


8
Properties=species:S:1:pos:R:3:forces:R:3 method="wB97M-V/def2-TZVPD" homo_ev=-9.85 relative_energy_kj_mol=366.1 charge=0
C -0.54565 -0.25244 0.24242 3.69 -5.20 -0.60
N 0.67802 0.51652 0.52334 -0.56 0.21 2.06
O 1.28080 0.94523 -0.40665 1.13 0.66 -0.85
O 0.98947 0.60274 1.70638 -0.04 0.08 -0.68
S -1.18755 -0.06700 -1.36054 0.91 0.29 -2.28
H -0.00581 -1.48282 0.48323 -1.71 3.49 -0.92
H -1.24556 -0.22253 1.00122 -1.42 0.68 1.42
H 0.03627 -0.03970 -2.18940 -2.01 -0.20 1.85


26
Properties=species:S:1:pos:R:3:forces:R:3 method="wB97M-V/def2-TZVPD" homo_ev=-8.13 relative_energy_kj_mol=318.9 charge=0
C 0.08200 -2.73551 0.02723 0.36 0.55 0.47
C 0.11317 -2.18842 -1.40749 1.78 -0.01 2.24
C -1.10340 -2.48620 -2.08623 -3.64 -0.68 -1.71
N 0.26749 -0.71201 -1.45958 -0.44 0.74 -0.79
N -0.33453 0.30215 -0.58305 -1.37 -2.07 0.07
C 0.38823 1.41178 -0.26764 2.09 -1.36 1.36
O 1.53347 1.60105 -0.69360 -1.24 -0.09 -0.38
C -0.06489 2.09938 1.00865 -2.10 3.50 -2.09
C 0.50126 3.56145 1.12976 0.64 -1.21 -2.44
C 0.27687 1.35575 2.20084 0.73 -2.24 0.62
H 0.49374 -3.73502 0.06932 0.97 0.02 0.19
H 0.52876 -1.98383 0.73001 -0.19 -1.12 -0.42
H -0.91503 -2.99091 0.32743 -0.97 0.60 0.34
H 0.91402 -2.84811 -1.94431 -0.58 2.34 0.67
H -1.40507 -3.53830 -1.97960 0.07 0.18 -0.14
H -1.97967 -1.85819 -1.79051 0.65 -0.44 0.27
H -0.98611 -2.24411 -3.13164 -0.06 -0.17 -0.54
H 1.15892 -0.38742 -1.72377 1.02 0.64 0.05
H -1.33034 0.14469 -0.20362 2.50 0.30 -1.13
H -1.18428 2.19754 0.92572 0.70 0.04 0.16
H 0.32337 4.08261 0.10976 0.31 -0.39 2.04
H -0.01360 3.95274 1.97259 -0.43 1.02 0.44
H 1.60381 3.53531 1.35720 -1.08 0.01 -0.41
H -0.00121 1.80720 3.14096 -0.25 0.36 0.12
H -0.23722 0.38175 2.10188 0.68 0.05 0.59
H 1.37022 1.27463 2.16967 -0.12 -0.56 0.41


11
Properties=species:S:1:pos:R:3:forces:R:3 method="wB97M-V/def2-TZVPD" homo_ev=-9.71 relative_energy_kj_mol=411.2 charge=0
C 0.59540 -1.42171 0.55368 0.05 -0.09 0.06
N -0.23879 -0.35637 0.03118 -0.48 -0.03 -0.09
N 0.11262 0.58874 -1.03310 0.26 0.40 -0.13
C 0.33295 1.82892 -0.45727 -0.04 -0.05 0.10
O 0.23592 2.15099 0.71170 0.08 -0.16 -0.31
C -1.45096 -0.18750 -0.22752 -0.75 -0.12 0.19
O -2.60433 -0.10776 -0.35345 1.02 -0.06 0.08
H 1.00736 -1.97679 -0.29357 -0.03 0.07 0.14
H 1.40008 -0.98024 1.14302 -0.14 -0.01 -0.08
H -0.01159 -2.07771 1.18059 0.08 0.11 -0.08
H 0.62134 2.53942 -1.25525 -0.04 -0.06 0.13


18
Properties=species:S:1:pos:R:3:forces:R:3 method="wB97M-V/def2-TZVPD" homo_ev="-20.99 / -20.99" relative_energy_kj_mol=273.3 charge=+3
Bi 0.18911 -0.76444 -0.64468 -1.47 6.41 0.41
O -0.90224 5.18986 0.18520 0.03 -1.37 -0.35
C -0.85509 4.09230 -0.07654 -0.01 1.25 0.33
C 2.15378 -1.38372 -0.24255 11.08 -2.64 6.32
O 3.10688 -1.44444 0.46380 -6.73 0.50 -5.38
C -1.39694 -2.10811 -0.19444 -8.94 -5.99 2.86
O -2.42505 -2.53607 0.15348 6.07 2.58 -2.10
C 0.07954 -0.59005 -3.10446 -0.54 1.35 -5.43
O -0.05785 -0.19764 -4.17263 0.59 -1.67 4.46
C -1.02409 -0.68857 3.76487 0.67 0.92 0.55
C -0.44648 0.62874 3.24432 -1.37 0.22 0.43
O 0.59666 0.31508 2.31458 0.81 0.36 -1.19
H -1.27849 -1.30253 2.88585 -0.31 -0.05 0.27
H -1.87112 -0.43718 4.41759 0.07 -0.57 -0.28
H -0.22092 -1.17279 4.34835 -0.63 -0.16 -0.19
H -1.23800 1.27406 2.74866 1.19 -0.63 0.53
H 0.06218 1.15942 4.09449 -0.66 -0.12 -0.66
H 1.39703 0.33318 2.86991 0.15 -0.36 -0.58


Question: What is the charge in the seventh record?
Answer: 0


Question: Look up the charge of the third one.
Answer: 0


Question: Which value of charge does entry 7 give?
Answer: 0